(1)
23
Properties=species:S:1:pos:R:3:nbo_charge:R:1 method="wB97M-V/def2-TZVPD" e_above_lowest_kj_mol=490.0 charge=0 homo_energy_ev=-8.7 spin_multiplicity=1 lumo_energy_ha=-0.03474 homo_lumo_gap_ev=7.71
C -0.04201 -1.30749 2.44482 -0.27
C 1.27610 -1.42754 2.28562 0.09
C -1.10477 -0.02965 -1.48510 -0.29
C -1.03828 -0.28836 1.72996 0.60
C -2.23411 -0.38853 -0.44325 0.66
C -0.24106 1.13610 -1.28913 0.74
C -1.24775 -0.70159 -2.60668 -0.26
C 0.99855 -0.39650 0.18517 0.54
C 1.93855 1.87128 -0.32885 -0.43
N -1.78413 -0.74995 0.72466 -0.66
N 0.98791 0.75714 -0.39894 -0.40
O -1.11194 0.88615 2.07892 -0.64
O -3.34368 -0.56658 -0.86292 -0.59
O -0.27541 2.24094 -1.68288 -0.46
O 1.82070 -0.73658 1.17243 -0.48
H -0.52061 -1.86370 3.14030 0.23
H 2.01012 -2.03309 2.68252 0.21
H -0.47308 -0.47917 -3.37064 0.18
H -2.03081 -1.36945 -2.94194 0.25
H 0.20258 -1.18103 -0.01246 0.27
H 1.99432 2.22929 -1.31206 0.24
H 1.43062 2.79214 0.09891 0.25
H 2.78820 1.60617 0.19155 0.23

=====

(2)
24
Properties=species:S:1:pos:R:3:nbo_charge:R:1 method="wB97M-V/def2-TZVPD" e_above_lowest_kj_mol=170.8 charge=+2 homo_energy_ev=-16.5 spin_multiplicity=1 lumo_energy_ha=-0.31728 homo_lumo_gap_ev=7.90
Zn 0.00393 0.15115 -0.80455 1.49
O -0.00230 3.29224 -0.53270 -0.32
C 0.00017 2.15399 -0.63389 0.40
C 0.00660 -1.84738 -0.68996 0.42
O 0.00916 -2.98460 -0.54447 -0.36
C 2.00344 0.17292 -0.78196 0.41
O 3.14556 0.16689 -0.74624 -0.31
C -1.99630 0.16561 -0.78134 0.41
O -3.13840 0.15499 -0.74575 -0.31
C 0.00198 0.85990 -2.95712 -0.50
H -0.93402 1.41460 -3.11441 0.26
H 0.93595 1.41788 -3.11490 0.26
C 0.00450 -0.53263 -2.95909 -0.46
H 0.94057 -1.08947 -3.11508 0.26
H -0.92956 -1.09291 -3.11463 0.26
N -0.03060 0.40642 3.41936 -0.46
C 0.01059 -0.95977 3.44602 -0.02
C 0.03259 -1.38018 2.14147 -0.11
N 0.00193 -0.23415 1.36617 -0.68
C -0.03630 0.83637 2.14113 0.18
H -0.05382 1.01873 4.21225 0.46
H 0.02429 -1.57433 4.32410 0.27
H 0.06662 -2.40647 1.77751 0.25
H -0.06656 1.89021 1.80809 0.23

=====

(3)
20
Properties=species:S:1:pos:R:3:nbo_charge:R:1 method="wB97M-V/def2-TZVPD" e_above_lowest_kj_mol=0.0 charge=0 homo_energy_ev="-10.3 / -10.3" spin_multiplicity=1 lumo_energy_ha="-0.06761 / -0.06762" homo_lumo_gap_ev="8.44 / 8.44"
C 3.33614 -2.10038 0.20120 -0.09
C 2.85430 1.53995 1.28660 -0.24
C -2.35039 -0.81111 1.45020 -0.17
C -1.35690 -1.75653 1.25918 -0.20
C -2.08035 0.53120 1.23127 -0.20
C -0.09304 -1.36306 0.85669 -0.17
C -0.81928 0.92617 0.82768 -0.19
C 0.19157 -0.01664 0.63833 -0.56
C 2.18387 1.02624 -1.73899 -1.16
N 3.84842 -3.12725 0.21162 -0.53
N 3.47511 2.13805 2.04273 -0.20
Si 1.89449 0.52711 0.06335 1.75
H -3.33628 -1.11461 1.77109 0.22
H -1.56827 -2.80266 1.42213 0.23
H -2.85885 1.26419 1.37782 0.22
H 0.68609 -2.09640 0.71384 0.25
H -0.61849 1.97572 0.65987 0.21
H 2.62367 2.01765 -1.81586 0.27
H 2.86253 0.32764 -2.21998 0.29
H 1.25239 1.02015 -2.30039 0.27

=====

(4)
23
Properties=species:S:1:pos:R:3:nbo_charge:R:1 method="wB97M-V/def2-TZVPD" e_above_lowest_kj_mol=322.3 smiles="Cc1cnnn1-c1ccc([N+](=O)[O-])cc1" charge=0 homo_energy_ev=-9.8 spin_multiplicity=1 lumo_energy_ha=-0.03493 homo_lumo_gap_ev=8.80
C 0.13307 -0.36124 -2.71405 -0.65
C 1.38969 -0.56359 -1.95747 0.14
C 2.67136 -0.91020 -2.33003 -0.13
N 3.43530 -0.95472 -1.22431 -0.22
N 2.73471 -0.66587 -0.20525 -0.05
N 1.47916 -0.41990 -0.60740 -0.22
C 0.44725 -0.06979 0.28252 0.17
C -0.32584 -1.07002 0.86588 -0.20
C -1.33980 -0.72819 1.73725 -0.19
C -1.57012 0.61342 2.01816 0.08
N -2.63686 0.97316 2.92356 0.51
O -2.81063 2.15164 3.14342 -0.37
O -3.29222 0.07354 3.40164 -0.37
C -0.79521 1.61621 1.44734 -0.18
C 0.21809 1.27174 0.57622 -0.21
H -0.63811 -1.05096 -2.37018 0.23
H 0.31176 -0.53165 -3.77188 0.24
H -0.23887 0.65445 -2.57743 0.23
H 3.06687 -1.12163 -3.30115 0.22
H -0.12221 -2.10462 0.63679 0.24
H -1.95712 -1.47944 2.20553 0.26
H -0.99856 2.64667 1.69541 0.25
H 0.83829 2.03101 0.12543 0.24

=====

(5)
23
Properties=species:S:1:pos:R:3:nbo_charge:R:1 method="wB97M-V/def2-TZVPD" e_above_lowest_kj_mol=19.8 smiles="C=C(C#N)C[C@@]1(C#N)CNC(=S)NC1=O" charge=0 homo_energy_ev=-9.0 spin_multiplicity=1 lumo_energy_ha=-0.01724 homo_lumo_gap_ev=8.51
C 1.55436 -0.88631 1.98869 -0.26
C 0.43889 -0.29900 1.55566 -0.17
C -0.79790 -0.94530 1.84545 0.23
N -1.80066 -1.47706 2.07550 -0.26
C 0.45680 1.11921 1.18674 -0.38
C 0.11747 1.12310 -0.43749 -0.24
C 0.29783 2.45160 -1.06185 0.28
N 0.23186 3.45573 -1.60780 -0.26
C 0.97741 0.08877 -1.11332 -0.22
N 0.34981 -1.16806 -1.44362 -0.59
C -1.00520 -1.39622 -1.46364 0.24
S -1.74539 -2.75969 -1.93842 -0.13
N -1.88887 -0.31578 -1.17290 -0.64
C -1.41113 0.76210 -0.38451 0.71
O -2.18068 1.50731 0.15209 -0.54
H 2.50904 -0.50771 1.62587 0.19
H 1.61342 -1.80128 2.48757 0.22
H 1.45089 1.56755 1.31185 0.24
H -0.35444 1.55062 1.82254 0.27
H 1.34124 0.54230 -1.94676 0.21
H 1.78047 -0.23432 -0.52251 0.21
H 0.93287 -1.86355 -1.86111 0.43
H -2.86808 -0.51401 -1.09804 0.45

=====

(6)
32
Properties=species:S:1:pos:R:3:nbo_charge:R:1 method="wB97M-V/def2-TZVPD" charge=-2 homo_energy_ev=-2.1 spin_multiplicity=1 lumo_energy_ha=0.15097 homo_lumo_gap_ev=6.23
Al -0.57564 -0.08381 0.28119 2.06
Br -1.70863 -6.71282 -0.34063 0.03
C -1.73935 -4.91008 0.24584 -0.17
C -2.60235 -4.50742 1.25064 -0.17
Br -3.77773 -5.74963 2.07054 0.03
C -2.60268 -3.16281 1.66713 -0.21
Br -3.72935 -2.54161 3.05699 0.03
C -1.76226 -2.22122 1.09385 0.34
O -1.70196 -0.96439 1.45811 -0.83
C -0.86084 -2.63851 0.05182 0.26
O -0.05814 -1.72708 -0.43158 -0.80
C -0.87238 -3.97028 -0.34364 -0.19
Br 0.35869 -4.44942 -1.70085 0.03
O -1.43559 2.15279 -2.71739 -1.06
Se -1.89056 1.66135 -1.24843 2.74
O -2.00576 -0.00050 -1.10940 -1.11
O -0.59531 1.70783 -0.14977 -1.14
O -3.17403 2.44910 -0.66924 -1.06
C 1.31671 0.82715 4.10202 -1.14
Si 1.65042 -0.30945 2.63884 1.95
C 1.23411 -2.06158 3.17562 -1.15
C 3.51375 -0.23423 2.35964 -1.13
O 0.84782 0.11298 1.33544 -1.33
H 1.86393 0.48690 4.98837 0.21
H 0.25095 0.85119 4.34414 0.23
H 1.63195 1.85023 3.87643 0.22
H 1.77484 -2.37884 4.07382 0.21
H 1.47122 -2.75723 2.36416 0.23
H 0.15985 -2.14205 3.36907 0.24
H 4.05653 -0.50771 3.27123 0.21
H 3.82207 0.77408 2.06753 0.22
H 3.81368 -0.92082 1.56291 0.23

=====

(7)
29
Properties=species:S:1:pos:R:3:nbo_charge:R:1 method="wB97M-V/def2-TZVPD" e_above_lowest_kj_mol=0.0 charge=+4 homo_energy_ev="-21.2 / -21.2" spin_multiplicity=1 lumo_energy_ha="-0.59860 / -0.61425" homo_lumo_gap_ev="4.96 / 4.53"
I 2.65141 -0.32886 3.76560 0.43
I -3.14700 -2.97368 -0.98411 0.05
Al -1.19721 -1.42705 -1.07128 0.89
La 1.95109 -0.97781 0.87061 1.71
S -0.80342 -0.53309 0.91417 -0.48
C 2.36851 1.19541 -0.41133 0.41
C 4.27170 -0.99596 -0.60154 0.45
C -1.45049 1.33525 0.94505 0.11
C -2.94673 1.24612 1.15137 -0.67
C -1.13376 2.05653 -0.34774 -0.64
C -0.72225 1.92905 2.14511 -0.66
C 0.39274 -2.53145 -1.99642 0.48
C -1.11502 -0.11436 -2.76176 0.51
O 5.12019 -1.14205 -1.36597 -0.27
O 2.70505 2.11764 -1.01563 -0.24
O 0.80100 -3.29882 -2.75211 -0.26
O -1.06987 0.48384 -3.74956 -0.22
H -3.34614 2.26421 1.21544 0.29
H -3.17277 0.71647 2.07847 0.25
H -3.43176 0.72870 0.31805 0.23
H -1.51821 3.08373 -0.27613 0.31
H -1.61500 1.59271 -1.21032 0.20
H -0.06352 2.09758 -0.56063 0.19
H -1.08096 2.95437 2.31820 0.30
H 0.37410 1.96590 2.02147 0.19
H -0.93014 1.33494 3.04433 0.25
Se 3.14428 -5.58839 -1.25232 0.86
C 2.66948 -4.10746 -0.47238 0.12
N 2.29468 -3.08348 0.04133 -0.76

=====

(8)
23
Properties=species:S:1:pos:R:3:nbo_charge:R:1 method="wB97M-V/def2-TZVPD" e_above_lowest_kj_mol=5.1 smiles="Cc1oc(N)c(C#N)c1C.O=C=CBr" charge=0 homo_energy_ev=-7.7 spin_multiplicity=1 lumo_energy_ha=-0.00778 homo_lumo_gap_ev=7.48
C -3.22199 -1.19029 -0.45289 -0.66
C -1.81914 -0.79420 -0.26003 0.23
O -1.69494 0.06890 0.82883 -0.42
C -0.39924 0.20360 1.06491 0.56
N -0.23016 0.84115 2.28043 -0.81
C 0.37129 -0.38413 0.04830 -0.36
C 1.77259 -0.49034 -0.08567 0.31
N 2.91789 -0.46352 -0.26424 -0.37
C -0.55254 -1.09849 -0.75387 -0.02
C -0.34103 -2.20194 -1.77035 -0.64
H -3.53346 -1.40806 -1.49477 0.23
H -3.84731 -0.41496 -0.03092 0.24
H -3.51551 -2.18188 0.09925 0.22
H 0.67571 1.36756 2.55577 0.41
H -1.00664 1.30938 2.57258 0.39
H 0.66085 -2.07237 -2.19550 0.23
H -1.05295 -1.91111 -2.52863 0.23
H -0.42957 -3.21899 -1.25519 0.23
O 2.40404 3.43553 -1.48407 -0.42
C 2.91132 3.06383 -0.49775 0.68
C 3.27497 2.57015 0.62378 -0.65
Br 2.48801 3.13067 2.21944 0.10
H 4.16782 1.83953 0.78060 0.31